1.
43
Properties=species:S:1:pos:R:3:forces:R:3:mulliken_charge:R:1 method="wB97M-V/def2-TZVPD" total_charge=0 multiplicity=1
O 2.1754 3.6100 -0.0581 0.04 0.02 0.00 -0.6903
H -2.4861 0.1868 -4.3046 -0.01 0.01 0.02 0.2124
C -1.1866 1.3972 -3.2873 -0.02 -0.05 0.01 1.0617
S 0.1927 -4.4202 -0.1990 0.07 0.05 -0.03 -0.2268
H 2.3551 -3.5918 0.6083 0.02 -0.05 0.02 0.0103
C 1.3046 -3.3490 0.5431 -0.09 0.02 -0.05 0.0847
H 1.4577 -0.1484 -1.8275 0.03 0.00 0.02 0.4103
H -1.6793 3.4705 -3.0303 -0.01 0.01 0.00 0.2992
H 0.2014 3.9151 -1.4815 0.01 0.02 0.00 0.5195
C 3.7260 -0.8408 1.7714 0.33 -0.39 -0.19 -1.2132
H -2.9832 1.7931 -4.1827 0.00 -0.01 0.02 0.2128
N -2.2127 1.1469 -4.1843 0.00 0.01 -0.07 -0.5522
C -1.4073 -1.1332 1.1680 -0.04 -0.10 -0.07 0.2552
H 4.4335 -0.1762 2.2595 0.00 0.07 -0.08 0.6054
C -0.9996 2.6723 -2.7577 0.04 0.02 0.04 -0.6404
C 1.1011 1.5533 1.6973 -0.27 -0.32 0.14 0.4132
H -1.5577 2.7962 3.6453 -0.01 0.01 0.01 0.4186
C -2.4443 -3.4176 -0.1319 0.06 -0.02 -0.03 -0.5225
C -2.7489 -1.2412 0.8780 -0.02 -0.01 -0.02 -0.8470
C -3.2661 -2.3775 0.2405 -0.02 0.06 0.02 -0.4853
I 4.6618 -2.8133 1.8754 0.27 0.15 0.00 -0.0547
C -0.5685 -2.1943 0.8202 0.09 0.13 0.01 -0.3920
N 0.8112 -2.2567 1.0398 -0.03 0.04 0.03 0.1689
H -3.4130 -0.4285 1.1400 0.00 0.00 0.00 0.4451
N 1.9798 1.2426 0.7865 0.17 -0.05 0.11 -0.2015
H -0.4161 -0.6109 -3.3585 -0.01 -0.02 -0.01 0.3054
C -0.2054 1.1020 3.5046 0.08 0.12 0.21 -0.8086
C 0.0530 2.9266 -1.8933 -0.03 -0.01 0.02 -0.3346
H -1.0055 -0.2485 1.6331 -0.02 0.01 0.01 0.3178
S 2.2758 2.2235 -0.4487 0.07 0.02 -0.26 1.1491
C 0.9331 1.9128 -1.5501 -0.02 -0.03 -0.13 -0.2127
H 3.6280 -0.6095 0.7191 0.03 0.08 0.01 0.3651
C 0.7601 0.6389 -2.0837 0.03 -0.01 0.04 -0.5079
H -4.3253 -2.4345 0.0292 -0.01 0.00 -0.01 0.4091
H -2.8397 -4.2857 -0.6410 0.01 -0.02 0.00 0.4104
Sn 1.9432 -1.2139 2.9148 -0.60 -0.17 0.52 0.6573
C -0.2893 0.3802 -2.9394 -0.01 0.02 0.01 -0.7914
S 0.0504 2.9433 1.7723 -0.05 0.24 -0.01 -0.0371
O 3.4825 1.7377 -1.0576 -0.07 0.08 -0.01 -0.7442
N 0.8421 0.6867 2.7080 0.20 0.18 -0.37 -0.1634
C -0.7561 2.2736 3.1530 -0.06 -0.10 0.08 -0.2797
H -0.4933 0.4934 4.3493 -0.01 -0.02 0.00 0.3984
C -1.0845 -3.3110 0.1605 -0.13 0.00 -0.01 0.5757



2.
13
Properties=species:S:1:pos:R:3:forces:R:3:mulliken_charge:R:1 method="wB97M-V/def2-TZVPD" total_charge=-2 multiplicity=1 e_above_lowest_ev=2.668 smiles="COC=P([O-])([O-])OC#N"
C -1.3606 0.6319 1.1799 2.08 1.17 1.80 -0.4874
C 1.8679 0.6344 0.1708 2.53 0.44 2.26 0.5577
H -2.2035 1.4087 1.3982 0.90 -1.36 -1.08 0.2410
P 0.2175 -0.7288 -1.6978 1.14 -0.46 -1.54 1.0751
O -0.3121 0.2329 -2.6927 -1.23 0.51 -0.01 -0.8026
H -1.2021 0.1142 2.1759 0.23 0.99 -0.34 0.1908
H -0.3265 1.1804 0.8985 -2.51 -0.99 0.70 0.0854
O 1.6538 0.7115 -1.0081 -0.60 0.22 -2.20 -0.5897
N 2.3296 0.6560 1.2599 -0.75 -0.12 0.20 -0.7510
O 1.1680 -1.7567 -2.2616 -0.19 0.14 1.00 -0.7860
C -0.4240 -0.9985 -0.1926 -0.01 -1.43 0.13 -0.6657
H 0.1947 -1.6533 0.4498 -0.71 0.33 -0.08 0.2718
O -1.6026 -0.4328 0.3198 -0.88 0.57 -0.84 -0.3395



3.
84
Properties=species:S:1:pos:R:3:forces:R:3:mulliken_charge:R:1 method="wB97M-V/def2-TZVPD" total_charge=0 multiplicity=1 e_above_lowest_ev=0.996
C -4.4459 -4.1883 0.1240 -0.08 -0.09 0.05 0.3253
C 2.8193 -3.4471 1.1760 -0.04 -0.10 0.10 -0.5304
H -0.1420 4.3500 2.5248 -0.02 -0.02 0.03 0.4424
C 1.9938 -2.4381 0.6443 0.02 0.02 0.15 0.6696
C -3.2316 -2.9394 -1.5179 -0.04 -0.06 -0.20 0.7571
H 3.3632 -0.0753 3.2376 0.04 -0.02 0.02 0.2915
O 1.2237 -1.3665 -1.3114 -0.13 0.19 0.14 1.1807
H 3.5766 3.8862 -3.2042 -0.01 0.00 0.00 0.5383
N 1.2219 -1.5402 1.3720 0.37 -0.27 -0.17 0.7887
C 2.0072 -2.3973 -0.7596 -0.25 0.14 -0.40 0.2357
C -2.6596 1.2162 -1.8496 0.09 -0.02 -0.03 -0.4839
H 2.9008 -3.5453 2.2488 0.01 0.00 -0.02 0.1910
H -4.6702 -4.4480 -1.9914 0.01 0.01 0.00 0.4627
C -0.2867 3.4478 1.9318 -0.20 0.25 0.00 -0.5581
H -0.7281 -1.2225 -2.9500 0.03 0.05 -0.01 -0.3895
C 0.9967 2.6432 1.9318 -0.05 -0.45 -0.19 0.4703
N -1.3599 1.3795 -1.6238 -0.13 0.06 -0.07 0.5691
H -0.6764 -0.0703 3.5868 0.03 -0.03 -0.04 0.1838
C -3.3297 1.8150 -2.9108 0.02 -0.01 0.00 -1.2268
Se 0.5128 5.1874 -6.1425 0.05 -0.32 -0.05 0.2190
C 2.5532 1.6441 -0.8940 0.00 0.03 -0.01 -0.6862
H 3.2022 -1.0325 4.7134 0.03 0.00 -0.03 0.3883
H 4.4534 2.5686 -1.2462 0.00 0.02 -0.02 0.5141
H -2.3809 2.1112 0.7099 0.03 0.02 -0.01 0.2115
H 3.6124 0.1927 -4.8476 -0.01 0.01 -0.01 0.4176
C 0.9954 3.8099 -4.1131 0.11 -0.27 0.24 0.9638
H -4.3874 1.6385 -3.0463 0.01 0.00 -0.01 0.4757
C -0.6666 2.1510 -2.4708 0.43 -0.14 0.26 -0.4599
C -1.4789 2.6581 2.4624 -0.07 -0.07 0.05 -0.8488
C 2.5961 -0.6191 -3.1538 0.00 0.07 -0.15 0.2483
C 2.6554 -0.1123 -4.4429 0.03 0.00 0.03 -0.8849
H 3.9016 -1.7628 3.2613 -0.01 0.02 0.01 0.3769
Si 1.4060 -1.5088 3.1039 -0.07 0.05 -0.28 0.0779
H -1.2013 2.1438 3.3826 0.03 -0.01 -0.01 0.3480
C 3.5149 -4.3513 0.3852 -0.03 0.04 -0.01 -1.3020
C 0.2823 -0.3916 -4.6838 -0.03 0.00 0.02 -0.3536
H 2.5454 -3.2403 -2.6460 0.00 0.02 0.00 0.4628
O 2.0318 3.0597 2.4119 0.03 0.13 -0.01 -0.7149
C 0.2060 -0.9048 -3.3926 0.04 0.02 -0.14 0.0713
C -2.5280 -2.2086 -0.5443 0.02 0.12 0.14 -1.5028
N 1.6736 4.5646 -4.9264 -0.21 0.32 -0.04 -0.9052
C 1.3625 -0.9932 -2.6443 0.02 -0.16 0.23 -0.2866
C 1.5939 3.1121 -2.9671 -0.05 0.24 -0.40 0.7561
Cl -5.6193 -5.4152 0.5230 0.10 0.10 -0.04 -0.2331
C 1.5000 0.0130 -5.2101 0.01 -0.02 0.06 -0.6991
H -3.0819 3.1009 -4.6221 0.01 0.00 0.01 0.5561
C -4.1641 -3.9113 -1.2015 -0.01 -0.01 -0.06 -0.8151
Cl -2.9255 -2.5936 -3.1987 -0.05 -0.02 0.13 -0.2224
H -4.0285 -3.6893 2.1757 0.00 0.01 -0.01 0.4971
C 3.4234 -4.3061 -0.9959 -0.03 0.04 0.02 -0.8741
N -0.8584 4.2461 -5.4713 0.12 0.38 0.02 -0.8876
H 3.4856 -0.7101 -2.5447 0.00 -0.01 0.01 0.6205
H -2.7158 1.1049 1.9308 0.01 0.00 0.03 0.2459
H 2.8934 1.0412 -0.0602 -0.01 0.01 0.00 0.3795
H -0.5009 3.7659 0.9036 0.05 0.00 0.00 0.1250
C 0.7880 2.2744 -2.2091 -0.39 -0.24 -0.04 -0.9541
C -0.4088 3.6347 -4.4161 -0.15 -0.34 0.24 0.7278
Cl -2.1050 -1.5928 2.0235 -0.17 -0.22 0.14 -0.2379
O 0.8540 1.4760 1.3782 0.43 0.72 0.75 -0.6812
H -3.1773 0.5516 -1.1693 -0.02 0.01 0.00 0.4939
C 2.6469 -3.3073 -1.5713 0.11 -0.08 0.08 -0.9100
C -2.6135 2.6149 -3.7758 -0.12 0.01 -0.03 -0.7920
H 0.6162 -2.9229 4.9579 0.01 -0.03 -0.01 0.3696
N -1.9623 1.6354 1.5047 0.06 -0.12 -0.20 -0.4840
N 1.2713 1.5254 -1.2201 0.16 0.00 0.25 1.6468
O -1.6504 -1.2902 -0.7984 -0.21 -0.09 0.01 1.1802
C 3.1364 -1.0746 3.6217 0.27 0.12 0.09 -1.2697
H -0.6220 -0.3111 -5.2760 0.01 -0.01 0.00 0.5501
C 3.4225 2.5001 -1.5626 -0.07 -0.03 -0.04 -1.1930
H 1.5941 -3.9039 3.8706 -0.02 0.00 0.00 0.3893
C -3.8110 -3.4908 1.1359 -0.01 -0.02 -0.04 -0.8574
H 1.5566 0.4131 -6.2142 0.00 0.00 0.00 0.4776
H -2.2858 3.3505 2.7155 0.00 0.04 0.00 0.4715
H 0.8489 0.8029 3.7970 -0.01 -0.02 0.04 0.1545
C -1.2531 2.7942 -3.5524 0.17 0.25 -0.35 0.9932
H 0.3368 -0.4209 4.9675 -0.01 0.07 -0.01 0.6160
H -0.0523 -3.4700 3.4169 0.01 -0.03 0.03 0.2633
C -2.8902 -2.5308 0.7742 -0.05 -0.01 0.24 0.8720
C 0.3648 -0.1677 3.9025 -0.12 0.10 0.10 -0.9710
C 2.9388 3.2281 -2.6284 0.12 0.02 0.03 -0.8982
C 0.8546 -3.1034 3.9057 -0.14 -0.25 0.13 -1.1837
H 4.1238 -5.1070 0.8655 -0.01 0.00 0.00 0.4049
H 3.9366 -5.0239 -1.6209 0.01 0.00 0.02 0.4085
Y -0.1403 -0.0463 0.3255 -0.07 -0.10 -0.72 0.2165



Short version: gap between HOMO and LUMO = 0.285; 0.213; 0.216 hartree, in the order given.